1.
The following is a quantum chemistry calculation of a structure of composition C42H41F22N6O12S6V, from the OMol25 dataset.

Output
Gap between HOMO and LUMO (alpha / beta) ... 0.226 / 0.079 Eh
HOMO (alpha / beta) ... -10.4 / -10.4 eV

```
! wB97M-V def2-TZVPD RIJCOSX def2/J DEFGRID3
* xyz 1 4
C 0.343 -2.543 5.242
C 4.816 -1.936 -3.809
O -1.880 -1.046 5.696
C -6.855 -1.423 0.053
C -2.184 0.824 -6.288
C 1.427 2.486 -3.997
O 0.414 1.430 -1.272
S -1.893 -3.421 2.644
F 1.357 -8.727 -1.198
F -2.941 2.537 5.416
F 1.300 -2.265 -5.876
H 5.756 -1.924 -3.277
F -4.330 -4.164 1.646
H -7.623 -1.627 -0.693
H -6.872 0.738 -0.084
C 1.000 -4.643 -1.514
C 2.167 3.032 4.783
C 7.107 4.765 2.847
F 3.222 0.763 0.579
F -5.013 2.458 5.982
H 3.983 3.850 -3.569
H -4.118 0.371 -9.125
H 2.241 1.024 5.399
H -0.689 -1.816 -7.691
H 0.490 3.777 3.589
O -2.306 -3.447 5.486
H 2.546 1.265 -2.822
F 0.889 -2.834 4.011
C -3.211 1.065 -7.203
N -1.799 -1.897 3.241
H -0.565 -0.382 -5.651
O -5.724 1.612 3.473
C -4.429 -1.143 0.233
C 5.066 4.980 1.516
C 6.792 3.431 3.073
H 7.375 2.715 3.633
S -1.626 -2.256 4.970
F -4.333 -3.224 3.575
H 4.434 5.568 0.867
F -0.818 2.825 1.680
F 5.232 1.649 2.919
C -1.791 3.698 1.618
H -6.945 -2.238 0.770
F 1.466 1.801 1.372
N -0.445 0.768 3.703
H -8.042 0.163 1.072
C 0.577 -6.664 -0.307
F 0.451 -3.490 6.147
H 2.880 2.782 3.998
C 3.597 -2.045 -5.864
H 3.355 1.615 -4.365
C -3.702 -4.091 2.769
N -3.044 1.379 2.793
C -4.025 1.775 5.573
C 6.210 5.547 2.132
F 0.815 -1.358 5.696
C -5.572 -1.556 -0.713
F -1.493 4.749 2.377
C 1.679 -5.408 -2.501
C -1.394 -0.598 -2.039
H 2.195 -4.930 -3.320
C 3.000 3.739 -1.601
N 0.347 2.811 -4.276
O 0.930 -1.754 1.485
C 5.610 2.906 2.610
H 2.264 -7.377 -3.101
H 3.531 -2.043 -2.005
F 2.355 0.231 2.614
S 0.922 -0.669 0.526
C 3.638 -2.013 -3.079
C 1.196 4.112 4.349
S -4.475 1.026 3.873
O -4.069 3.757 3.216
H 1.948 4.008 -1.689
H 8.071 5.157 3.134
O -4.533 -0.431 3.995
C 0.352 -5.314 -0.455
H 1.051 -3.565 -1.571
H 1.723 4.921 3.845
H -5.463 -0.893 -1.571
N -3.555 -0.823 0.905
H 3.502 -2.068 -6.939
F -3.924 2.190 -7.105
C 2.094 0.638 1.339
C 4.705 3.663 1.823
F -2.690 -0.418 -2.291
V -1.853 -0.151 2.296
C 2.819 2.054 -3.523
H 6.337 6.590 1.882
C 1.705 -6.786 -2.390
H -6.438 0.069 1.534
H 5.767 -1.857 -5.716
C 4.823 -1.975 -5.205
C -2.410 -0.802 -8.478
H 2.973 2.992 -0.808
C 1.184 -7.411 -1.288
O -4.309 2.657 0.982
C 0.397 1.223 4.412
H -2.406 -1.360 -9.403
H 0.152 -7.191 0.534
F -1.846 4.160 0.385
H 3.792 3.285 1.387
S -0.840 0.768 -0.760
F -3.718 -5.243 3.413
C -1.412 -1.031 -7.527
H 3.472 4.652 -1.237
C -1.346 -0.253 -6.386
H -0.106 -4.731 0.330
N -0.730 0.053 0.661
O -1.721 -3.236 1.190
H -5.468 -2.603 -0.997
C 2.398 -2.096 -3.791
O 1.392 -0.997 -0.845
H 0.803 4.482 5.296
S -3.517 2.828 2.210
O -0.973 -4.397 3.204
F -0.689 -0.408 -3.200
H 2.751 3.317 5.659
C 1.437 1.754 5.310
H 0.980 1.923 6.286
C -3.370 0.240 -8.357
F -3.758 0.727 6.398
H 1.418 -2.093 -3.337
C -7.061 -0.048 0.647
H -2.176 1.510 -5.453
F -1.260 -1.817 -1.603
C 3.713 3.095 -2.832
H 4.566 2.470 -2.567
C 2.445 -2.177 -5.161
O -1.968 1.681 -0.584
*
```

2.
The following is a quantum chemistry calculation of a structure of composition C42H42Cl3GeLaN6O4S, from the OMol25 dataset.

Output
Relative energy (zero: lowest compared OMol25 entry of this formula, charge and spin) ... 0.000 eV
Gap between HOMO and LUMO ... 0.220 Eh
HOMO ... -2.1 eV

```
! wB97M-V def2-TZVPD RIJCOSX def2/J DEFGRID3
* xyz -2 1
C 2.728 -7.501 1.261
H 1.682 -4.124 1.438
H 2.765 1.848 -1.697
H 3.023 4.162 1.050
C -3.577 1.525 -0.213
H 4.276 3.808 -0.132
H 2.836 -6.890 2.158
C -3.304 1.645 -1.582
Cl -1.343 1.475 3.874
N -3.010 2.397 0.656
H -0.193 4.679 -1.501
H -4.863 -1.233 -2.790
H 3.910 -7.021 -3.152
C 1.753 3.329 3.232
H -2.147 2.844 0.290
C 0.643 5.263 -1.033
H 1.542 -2.842 -0.994
La 0.647 1.112 0.530
H -3.357 -3.698 2.908
H -3.985 0.390 -4.699
C 0.110 -3.366 -2.338
H -4.433 0.264 1.216
O -0.641 0.150 -1.575
C -4.492 -0.442 -2.123
O -0.238 3.315 1.084
N 4.074 -0.432 3.726
C -1.617 -4.100 -3.801
C -0.556 -4.431 -3.001
H -5.374 -1.327 -0.399
C -2.228 -2.005 2.159
H 3.810 5.477 0.118
H 1.351 2.228 -2.610
C 1.125 -4.934 1.029
H 0.707 6.211 -1.608
H -2.095 -4.938 -4.296
H -2.118 -0.590 5.714
H -1.419 3.565 -3.315
C 3.099 0.241 3.082
H -2.838 1.952 1.579
C -2.701 -2.314 4.452
H 2.387 3.511 4.108
H 0.163 -4.592 0.674
C 2.595 -5.463 -2.475
C 0.888 5.588 3.675
Ge 2.201 4.174 -1.378
C -1.783 -0.675 2.367
H 0.386 5.497 -0.020
H 0.991 -5.622 1.799
C -4.282 0.443 0.181
H -0.192 -5.463 -2.907
H 1.870 -8.130 1.417
C -2.765 -2.802 3.144
C -2.725 2.046 -4.258
S 2.203 -0.840 2.034
C -3.491 0.988 -3.901
H 0.175 7.653 3.978
C 0.035 -0.941 -1.549
C 3.446 4.457 0.086
C -1.078 5.412 1.848
C -2.259 -1.006 4.720
Cl -2.070 -2.620 0.558
H 4.001 -1.424 3.948
H -2.896 -2.576 -4.674
N -2.548 2.696 -1.979
N 2.067 2.244 2.574
H 2.127 4.904 -3.669
C 0.782 4.430 2.900
C 0.082 6.697 3.495
C 3.315 -7.258 -1.126
H 3.324 5.931 -2.827
C 2.612 -6.744 -0.039
N 1.259 -3.637 -1.589
C 1.838 -4.952 -1.429
Cl -3.495 -3.197 5.730
C 3.006 4.913 -3.000
C -0.217 4.279 1.906
N 3.065 1.536 3.295
H 3.813 4.329 -3.411
H 3.630 -8.083 1.229
C -2.088 -2.823 -3.944
H 1.657 5.601 4.420
C -3.802 0.723 -2.568
C -1.467 -1.808 -3.264
H 2.560 -4.906 -3.394
C -2.220 2.825 -3.233
H 3.799 -8.226 -1.004
H -1.861 5.337 1.122
C 1.786 2.336 -1.597
O 1.038 -1.087 -0.798
C 3.397 -6.588 -2.322
C -0.451 -2.060 -2.403
H -2.460 2.222 -5.305
H -1.765 -0.775 -3.374
H -1.692 7.419 2.379
C 1.881 -5.556 -0.137
H 4.631 0.093 4.337
C -1.798 -0.208 3.676
O -1.372 0.067 1.399
C -0.991 6.530 2.624
C -4.796 -0.512 -0.749
*
```

3.
The following is a quantum chemistry calculation of a cluster of 2 separate species, C42H42F6N5OS in total, from the OMol25 dataset.

Output
Relative energy (zero: lowest compared OMol25 entry of this formula, charge and spin) ... 0.669 eV
Gap between HOMO and LUMO ... 0.183 Eh
HOMO ... -9.5 eV

```
! wB97M-V def2-TZVPD RIJCOSX def2/J DEFGRID3
* xyz 1 1
C 4.331 -11.590 -6.376
H 4.202 0.642 4.055
C 6.126 -1.027 -2.512
C 7.203 -3.363 -4.886
C 0.645 -5.638 -4.617
H 4.338 -7.338 -3.462
F -0.277 0.682 7.850
C 0.978 -2.753 -2.887
H 6.753 -2.593 -5.522
C 8.503 -3.794 -5.110
H 9.071 -3.383 -5.948
H 1.905 -1.966 2.892
H 0.683 -7.923 -1.050
C -0.071 1.330 6.656
H 2.657 -3.896 -4.946
H 2.439 -10.542 -6.229
C 3.917 -9.681 -4.918
H -0.434 -8.688 -2.225
C 5.108 -1.025 -0.355
H 4.252 -5.354 -2.679
C 0.534 0.405 5.630
C 0.547 -2.993 -0.530
C 0.593 -8.346 -2.062
C -0.521 -3.850 -0.812
H 5.635 -2.446 1.188
C -0.791 -4.208 -2.129
C 8.338 -5.281 -3.196
H -1.617 -4.886 -2.369
F -0.115 -3.258 2.644
H 2.406 1.471 5.469
H -1.212 -0.873 5.626
C -0.228 -0.684 5.214
H 7.139 -10.785 -4.597
C 3.303 -7.652 -3.623
H 0.347 -3.624 -5.289
C 5.258 -9.744 -4.471
H 4.638 -2.763 -4.293
C 5.631 0.408 -2.266
C 4.056 -4.604 -3.449
H 1.936 -8.825 -4.706
C 3.473 -10.613 -5.885
H 0.797 -2.734 0.497
C 5.656 -11.657 -5.915
H 4.002 -1.246 -0.235
H -1.130 -4.256 -0.001
C 9.082 -4.747 -4.259
F 0.708 2.421 6.910
H -1.138 -4.502 -4.803
H 6.380 1.149 -2.544
H 2.125 -1.768 -1.353
C 2.982 -8.702 -4.403
H 6.858 -1.176 0.907
C 2.879 -4.639 -4.175
C 1.294 -2.441 -1.571
H 4.301 0.978 -0.606
H 7.233 -1.091 -2.525
H 4.747 0.568 -2.894
H 1.525 -2.282 -3.708
F -1.811 -2.574 3.871
C 5.778 -1.373 0.970
C 3.895 -0.306 2.232
C 5.010 -3.643 -3.768
C 2.301 -0.204 4.105
H 5.797 -1.384 -3.489
H 10.103 -5.085 -4.437
H 3.971 -12.305 -7.117
C -0.089 -4.303 -4.551
H 5.606 -9.027 -3.725
C 0.301 -1.536 4.247
C 1.548 -1.295 3.673
H 0.728 -6.017 -5.653
N 0.914 -7.354 -3.061
C 0.022 -3.733 -3.162
O -1.261 -6.941 -3.747
C 6.413 -3.945 -3.858
H 2.510 -6.377 -2.098
C 6.112 -10.732 -4.963
H 8.795 -6.003 -2.515
N 5.239 -0.534 2.069
C 1.809 0.632 5.119
H 6.031 0.930 -0.174
C 7.014 -4.897 -2.996
N 5.555 -1.800 -1.461
H 5.874 -2.746 -1.311
C 5.250 0.459 -0.781
S 2.724 -0.441 1.044
C -0.460 -2.779 3.884
F -1.297 1.788 6.238
N 1.974 -5.608 -4.012
C -0.055 -6.714 -3.796
H 6.427 -5.311 -2.174
N 3.550 0.068 3.526
F -0.212 -3.795 4.775
H 5.776 -0.577 2.935
H 1.293 -9.184 -2.150
C 2.238 -6.737 -3.108
H 6.328 -12.429 -6.294
*
```

4.
The following is a quantum chemistry calculation of a structure of composition C42H42Li2O18S, from the OMol25 dataset.

Output
Relative energy (zero: lowest compared OMol25 entry of this formula, charge and spin) ... 3.135 eV
Gap between HOMO and LUMO ... 0.221 Eh
HOMO ... -7.6 eV

```
! wB97M-V def2-TZVPD RIJCOSX def2/J DEFGRID3
* xyz 0 1
S -33.038 -4.140 51.093
H -32.194 0.500 56.761
C -38.644 -7.531 53.982
O -31.493 0.770 56.183
H -34.991 -1.525 44.014
H -38.417 -6.713 50.882
H -32.266 -9.508 49.535
H -35.652 -4.807 51.822
C -34.145 -3.145 55.969
C -31.486 -9.233 47.452
H -32.684 -0.885 43.015
O -27.412 -3.226 45.576
H -35.912 -1.932 46.295
H -34.648 -3.238 53.430
C -32.168 1.521 54.056
C -37.509 -6.767 54.555
H -33.975 -4.064 55.631
C -35.336 -1.023 55.614
Li -30.297 -5.925 51.640
C -32.071 -0.734 54.618
H -30.953 -2.201 45.997
O -29.202 -5.864 57.451
O -36.296 -5.331 51.459
H -33.587 -5.287 53.299
O -33.978 -4.893 50.205
C -31.348 -6.892 56.880
H -33.608 -6.446 50.070
H -31.399 -4.098 53.882
C -38.105 -6.831 51.819
H -31.337 -2.535 50.194
O -32.777 -2.829 50.522
O -30.435 -2.039 50.026
H -32.887 -2.211 53.091
O -30.574 -8.447 45.324
H -39.654 -8.207 52.336
H -31.992 -1.685 55.308
H -39.640 -7.897 55.705
O -33.397 -7.433 49.991
C -36.717 -6.087 53.670
H -29.287 -4.774 46.503
C -34.829 -1.933 46.120
H -31.305 -7.447 57.825
C -29.127 -3.883 47.141
H -30.896 -10.101 47.457
H -32.235 -6.366 45.960
C -30.462 -4.817 55.629
H -27.366 -1.119 46.896
O -31.875 -4.879 51.135
O -33.758 -4.125 52.376
C -32.624 -2.104 47.085
O -33.106 -0.779 58.537
C -28.180 -2.930 46.658
H -28.638 -5.318 57.287
H -37.184 -6.519 55.533
C -32.360 -6.853 55.865
C -32.072 -2.115 45.844
O -39.442 -8.177 54.898
H -32.055 2.629 53.993
O -34.571 -1.886 48.559
H -33.348 -7.740 55.944
C -32.628 1.246 52.676
H -29.602 -4.298 55.468
C -32.612 -1.112 53.257
H -34.539 0.554 56.994
C -28.731 -1.399 48.479
O -33.517 -6.064 53.859
H -30.066 -9.406 45.575
C -37.028 -6.202 52.323
C -32.519 -5.917 54.795
H -31.941 -2.226 48.041
H -32.676 -1.441 59.113
C -32.158 -8.966 48.707
C -32.029 -7.031 46.572
H -26.709 -2.697 45.477
C -34.293 -1.791 44.872
C -38.975 -7.456 52.683
C -31.819 0.545 54.901
C -28.017 -1.666 47.265
H -33.182 -1.315 50.914
C -29.664 -2.383 48.959
H -33.795 -2.251 49.254
H -28.620 -0.458 49.054
O -35.339 -2.609 53.831
C -32.947 -1.846 44.711
C -29.905 -3.543 48.360
C -31.509 -4.902 54.733
H -35.886 -5.671 54.179
C -34.063 -2.010 47.259
H -35.866 -0.475 54.890
H -33.170 -3.387 58.037
O -33.207 -0.408 51.107
C -32.732 -6.808 47.758
H -32.657 1.990 51.893
C -33.673 -2.672 57.217
C -32.797 -7.689 48.791
C -34.586 -0.445 56.734
Li -35.718 -4.857 49.507
C -34.988 -2.383 55.172
O -32.317 -1.480 43.550
C -32.824 -0.042 52.329
C -33.855 -1.351 57.562
C -30.359 -5.816 56.609
C -31.359 -8.237 46.409
H -30.423 -4.255 48.654
H -33.413 -5.862 47.879
*
```

Number 1: DFT total energy -228197.44109 eV. Number 2: DFT total energy -167151.30954 eV. Number 3: DFT total energy -80867.37535 eV. Number 4: DFT total energy -92325.62702 eV.